# 1
{
  "formula": "C19H32F4O5PS2",
  "method": "the ωB97M-V functional and the def2-TZVPD basis",
  "species": ["C", "C", "C", "P", "C", "C", "C", "C", "C", "C", "C", "S", "C", "C", "C", "C", "O", "C", "F", "F", "F", "S", "O", "O", "F", "H", "H", "H", "H", "H", "H", "H", "H", "H", "H", "H", "H", "H", "H", "H", "H", "H", "H", "H", "H", "H", "H", "H", "H", "O", "C", "O", "C", "C", "C", "H", "H", "H", "H", "H", "H", "H", "H"],
  "coordinates": [[0.074423, -5.807539, 0.751170], [-0.551157, -4.800544, 0.619393], [-1.367271, -3.645753, 0.326190], [-0.463884, -1.925742, 0.242922], [0.834388, -2.490468, 1.545102], [1.616221, -2.718992, 2.429412], [-1.739681, -1.241222, -0.969337], [-1.993574, -1.918975, -2.321615], [-2.794480, -0.979239, -3.238022], [-3.016118, -1.613874, -4.615018], [0.682093, -2.637829, -1.144641], [1.253875, -1.508034, -2.439218], [3.029726, -1.843044, -2.613777], [3.816206, -0.524577, -2.655541], [-1.417323, -1.163644, 1.733472], [-2.006538, 0.236426, 1.639905], [-1.704514, 0.913585, 2.870971], [-3.543646, 0.299977, 1.456268], [-3.850050, 0.617525, 0.154416], [-4.182290, -0.864623, 1.729396], [-4.123807, 1.261946, 2.225207], [0.812772, 0.084569, 0.238914], [0.401484, 1.060038, -0.748133], [0.825600, 0.656073, 1.572039], [2.390938, -0.274813, 0.083537], [0.796959, -6.520902, 1.051176], [-1.821339, -3.897705, -0.629513], [-2.166906, -3.665445, 1.064934], [2.062033, -2.868715, 3.379788], [-1.722248, -0.168099, -1.119402], [-2.675001, -1.423626, -0.440519], [-1.128905, -2.225677, -2.904458], [-2.620247, -2.799116, -2.197223], [-3.726367, -0.683497, -2.771648], [-2.153990, -0.115653, -3.389010], [-3.916832, -1.205708, -5.067384], [-3.119559, -2.691309, -4.558320], [-2.207329, -1.346034, -5.283303], [1.557544, -3.042078, -0.651184], [0.213314, -3.476397, -1.641879], [3.356026, -2.476837, -1.799272], [3.183488, -2.373810, -3.544217], [3.124849, 0.307622, -2.585361], [4.483786, -0.429273, -1.809358], [4.343372, -0.405122, -3.594468], [-2.189515, -1.842511, 2.077880], [-0.719603, -1.113538, 2.554383], [-1.597575, 0.848810, 0.845218], [-1.307602, 1.756754, 2.651773], [4.124700, 6.839956, 2.672641], [3.116212, 6.186917, 2.633508], [3.199737, 4.866827, 2.440227], [2.064574, 3.987656, 2.540608], [1.272275, 3.920820, 1.256610], [1.754472, 6.840383, 2.736363], [1.447774, 4.266691, 3.396852], [2.482250, 3.007775, 2.759460], [0.850070, 4.891337, 0.985186], [0.465156, 3.198291, 1.354284], [1.911364, 3.601893, 0.435210], [1.477162, 7.217337, 1.753492], [1.833388, 7.677939, 3.425120], [0.969151, 6.182789, 3.098806]],
  "forces_ev_per_a": [[0.812, -0.546, 0.472], [-0.242, 0.523, -0.324], [-0.100, -0.109, 0.196], [-0.510, -2.319, -0.179], [-0.325, 0.368, -0.611], [-0.223, -0.078, 0.584], [-0.461, -0.589, -0.295], [-0.589, 0.505, -0.397], [0.894, -0.598, -0.324], [-0.450, 0.603, 0.180], [0.509, 0.231, -0.088], [-0.243, -0.102, -0.183], [0.023, 0.395, -0.009], [-0.406, 0.031, 0.040], [0.061, 0.305, -0.027], [0.007, 0.658, 1.080], [-0.418, -0.268, -0.021], [-0.327, 0.318, -0.385], [-0.072, -0.169, 0.841], [0.078, 0.553, -0.079], [0.239, -0.694, -0.587], [-0.194, 1.202, 0.863], [0.527, 0.004, -0.454], [0.116, -0.047, 0.331], [0.087, 0.141, -0.530], [-0.029, -0.322, -0.113], [-0.160, 0.421, -0.204], [-0.163, 0.390, 0.034], [0.430, -0.096, -0.037], [0.452, 0.175, 0.032], [-0.081, 0.066, 0.321], [0.292, 0.009, 0.215], [0.071, -0.343, 0.164], [-0.179, 0.135, 0.144], [-0.220, 0.508, 0.133], [-0.200, -0.063, -0.150], [0.011, -0.248, -0.032], [0.319, -0.244, -0.131], [0.204, 0.039, 0.142], [-0.399, -0.160, 0.069], [-0.018, -0.117, 0.178], [-0.013, -0.304, -0.139], [-0.117, 0.207, 0.046], [0.286, -0.019, 0.056], [0.348, -0.066, -0.090], [-0.080, -0.302, -0.312], [0.255, 0.167, 0.082], [0.003, -0.153, -0.398], [0.195, 0.050, -0.045], [0.143, 0.081, 0.007], [-0.216, 0.062, -0.111], [0.145, -0.122, 0.127], [-0.195, -0.182, -0.066], [0.012, 0.295, -0.096], [-0.070, -0.073, 0.345], [0.021, 0.041, -0.009], [0.089, 0.015, -0.020], [-0.030, -0.003, 0.083], [0.058, -0.092, -0.052], [-0.025, -0.130, 0.005], [-0.008, -0.004, -0.030], [0.094, 0.081, -0.107], [-0.017, -0.021, -0.135]],
  "nbo_charge": [-0.303, 0.037, -0.822, 1.287, -0.349, -0.283, -0.795, -0.392, -0.390, -0.607, -0.863, 0.181, -0.521, -0.624, -0.765, 0.004, -0.709, 0.955, -0.345, -0.336, -0.328, 2.004, -0.972, -1.008, -0.534, 0.222, 0.243, 0.239, 0.217, 0.248, 0.210, 0.211, 0.181, 0.192, 0.200, 0.197, 0.196, 0.204, 0.247, 0.219, 0.219, 0.199, 0.228, 0.216, 0.193, 0.234, 0.279, 0.215, 0.477, -0.592, 0.799, -0.499, -0.073, -0.637, -0.742, 0.164, 0.218, 0.189, 0.239, 0.231, 0.242, 0.236, 0.220],
  "e_lumo_ev": 2.642,
  "e_homo_ev": -5.235,
  "charge": -1,
  "e_tot_ha": -2656.4357,
  "orbital_gap_ev": 7.9
}

# 2
{
  "formula": "C26H34F16N2O3",
  "method": "the ωB97M-V functional and the def2-TZVPD basis",
  "species": ["C", "C", "O", "C", "C", "N", "C", "C", "N", "C", "C", "C", "C", "C", "C", "C", "C", "C", "C", "H", "H", "H", "H", "H", "H", "H", "H", "H", "H", "H", "H", "H", "H", "H", "H", "H", "H", "H", "H", "H", "H", "H", "H", "H", "H", "F", "C", "F", "C", "F", "F", "C", "O", "C", "F", "F", "C", "F", "F", "H", "H", "H", "H", "F", "C", "F", "C", "F", "F", "C", "O", "C", "F", "F", "C", "F", "F", "H", "H", "H", "H"],
  "coordinates": [[1.472568, 2.832891, 2.147674], [1.935208, 1.595597, 1.369342], [2.954403, 1.882884, 0.424880], [2.560836, 1.946722, -0.916794], [3.499792, 2.911100, -1.519059], [4.243096, 3.662559, -2.040188], [1.181030, 2.600140, -1.165906], [0.089573, 1.680112, -1.364135], [-0.785048, 0.921679, -1.614621], [2.769050, 0.621572, -1.686572], [2.741106, -0.675159, -0.858246], [1.503250, -1.569031, -1.026070], [1.898390, -3.035440, -1.260801], [0.589958, -1.528001, 0.200206], [-0.569918, -2.550641, 0.161272], [-1.860955, -1.825577, 0.391750], [-2.720212, -1.447628, -0.547444], [-3.777563, -0.424104, -0.214816], [-2.719598, -1.954161, -1.953424], [0.396322, 2.914501, 2.127110], [1.741492, 2.712054, 3.183549], [1.933691, 3.724221, 1.765593], [2.392118, 0.938264, 2.094162], [1.111014, 1.028890, 0.963689], [0.935090, 3.331436, -0.415971], [1.265711, 3.140973, -2.096945], [2.090046, 0.546293, -2.521394], [3.749398, 0.677596, -2.129626], [3.561023, -1.265396, -1.234247], [2.952394, -0.518126, 0.189944], [0.918685, -1.256477, -1.880327], [1.817962, -3.612385, -0.350509], [2.914466, -3.141823, -1.617996], [1.234860, -3.481503, -1.985480], [1.210619, -1.775030, 1.054842], [0.151189, -0.552501, 0.346355], [-0.436884, -3.263271, 0.964206], [-0.649394, -3.054962, -0.784192], [-2.089804, -1.548542, 1.407542], [-4.588493, -0.838684, 0.367121], [-4.174192, -0.030386, -1.137405], [-3.310505, 0.401855, 0.296391], [-3.363187, -2.819013, -2.036369], [-3.071146, -1.183734, -2.623990], [-1.742541, -2.247014, -2.307978], [-0.928558, 9.746143, 1.268478], [-0.562005, 9.909863, 2.550907], [-0.090149, 11.170121, 2.680040], [0.539776, 8.927055, 2.962917], [1.656816, 9.158265, 2.245130], [0.824203, 9.240452, 4.257747], [0.224387, 7.415035, 2.959932], [0.704359, 6.618283, 1.878011], [-0.018691, 6.363765, 0.734763], [-1.277871, 6.814661, 0.808552], [-0.103636, 5.012660, 0.623459], [0.708008, 6.858189, -0.519149], [0.864882, 8.189817, -0.482920], [-0.034647, 6.544053, -1.604450], [-1.439520, 9.800798, 3.194241], [0.781517, 7.029969, 3.812220], [-0.823363, 7.215233, 3.179352], [1.690004, 6.385719, -0.601512], [0.764785, -7.733355, -0.199272], [0.716521, -7.289965, -1.466576], [1.603929, -6.275230, -1.572975], [-0.670901, -6.757275, -1.842979], [-0.971798, -5.682051, -1.087049], [-0.538225, -6.316331, -3.126303], [-1.866627, -7.734212, -1.855758], [-2.779867, -7.707610, -0.762210], [-2.654943, -8.500598, 0.358795], [-1.666626, -9.402283, 0.250160], [-3.803757, -9.200206, 0.473536], [-2.528565, -7.655859, 1.629503], [-1.420855, -6.895028, 1.590050], [-2.438389, -8.478933, 2.697425], [1.023338, -8.095150, -2.139817], [-2.475398, -7.391609, -2.690839], [-1.562917, -8.748736, -2.110320], [-3.400101, -7.008378, 1.741808]],
  "forces_ev_per_a": [[-0.207, -0.701, -0.141], [0.246, 0.137, 0.929], [-0.205, -0.066, 0.053], [0.201, 0.283, -0.424], [2.701, 2.580, -1.645], [-2.282, -2.204, 1.574], [0.082, -0.084, -0.194], [-3.540, -3.094, -0.856], [2.987, 2.708, 0.897], [0.228, -0.373, 0.630], [-0.428, -0.183, -0.621], [-0.145, -0.398, 0.546], [-0.002, 0.237, -0.054], [-0.012, -0.598, -0.229], [-0.623, 0.665, 0.414], [-0.129, -0.268, -0.330], [-0.025, 0.012, 0.319], [0.197, -0.386, -0.342], [0.379, 0.289, -0.035], [-0.349, 0.268, -0.151], [0.224, 0.148, 0.416], [0.132, 0.443, -0.156], [0.272, -0.416, 0.060], [-0.200, 0.034, -0.448], [-0.024, 0.192, 0.392], [-0.029, 0.270, -0.365], [-0.414, 0.082, -0.246], [0.404, 0.111, -0.129], [0.483, -0.081, -0.025], [0.081, 0.259, 0.269], [-0.094, 0.317, -0.363], [0.037, -0.236, 0.302], [0.220, -0.006, -0.226], [-0.140, -0.330, -0.210], [0.228, 0.165, 0.366], [0.035, 0.321, 0.024], [0.127, -0.510, -0.039], [0.304, -0.402, -0.271], [0.203, 0.476, 0.359], [-0.298, -0.015, 0.246], [-0.354, 0.188, -0.236], [-0.036, 0.281, 0.399], [-0.352, -0.259, -0.097], [-0.180, 0.155, -0.282], [0.333, -0.131, -0.039], [0.044, -0.326, -0.219], [-0.144, 0.229, 0.178], [0.072, -0.033, 0.068], [0.361, -0.273, -0.422], [-0.056, 0.025, -0.131], [-0.149, -0.001, 0.189], [-0.081, -0.532, 0.287], [0.000, 0.649, -0.420], [-0.009, -0.070, 0.812], [0.011, 0.295, -0.037], [-0.057, -0.063, -0.122], [0.215, -0.043, -0.177], [-0.119, 0.193, 0.132], [-0.049, -0.057, 0.005], [0.014, -0.058, 0.008], [0.064, 0.039, -0.008], [-0.137, 0.175, -0.229], [-0.025, -0.053, 0.048], [-0.315, -0.112, 0.227], [0.237, 0.000, -0.160], [0.003, 0.044, -0.078], [-0.419, 0.149, 0.428], [0.061, -0.041, 0.125], [0.065, -0.122, -0.192], [-0.453, -0.299, -0.272], [0.629, 0.264, 0.365], [-0.153, -0.025, -0.692], [0.268, 0.159, -0.018], [-0.149, -0.061, 0.074], [-0.093, 0.154, 0.193], [0.208, -0.007, -0.142], [-0.009, -0.062, -0.013], [-0.063, 0.004, -0.026], [0.012, 0.073, 0.004], [0.222, -0.045, 0.225], [-0.042, -0.048, -0.053]],
  "mulliken_charge": [-1.570, 0.268, -0.524, 1.953, -0.682, -0.607, -0.565, 0.389, -0.517, -1.841, -1.000, 1.253, -1.622, -0.849, 0.217, -0.788, 1.004, -1.697, -1.499, 0.374, 0.392, 0.358, 0.666, -0.284, -0.158, 0.765, 0.638, 0.636, 0.596, 0.423, 0.223, 0.245, 0.466, 0.270, 0.462, -0.052, 0.371, -0.319, 0.411, 0.353, 0.421, 0.398, 0.345, 0.452, 0.298, -0.226, 0.095, -0.260, 0.883, -0.269, -0.327, -0.777, -0.309, 0.690, -0.308, -0.309, 0.357, -0.250, -0.268, 0.283, 0.414, 0.327, 0.207, -0.238, 0.012, -0.211, 1.023, -0.183, -0.348, -0.865, -0.388, 0.779, -0.289, -0.304, 0.196, -0.213, -0.264, 0.289, 0.390, 0.339, 0.250],
  "e_lumo_ev": 0.465,
  "e_homo_ev": -8.336,
  "smiles": "CCO[C@](C#N)(CC#N)CC[C@@H](C)CCC=C(C)C.FC(F)C(F)(F)COC(F)(F)C(F)F.FC(F)C(F)(F)COC(F)(F)C(F)F",
  "e_tot_ha": -2944.1193,
  "orbital_gap_ev": 8.8
}

# 3
{
  "formula": "C4H2BN3O2",
  "method": "the ωB97M-V functional and the def2-TZVPD basis",
  "species": ["B", "C", "C", "C", "C", "N", "N", "N", "O", "O", "H", "H"],
  "coordinates": [[0.344227, 0.433133, 0.292570], [-1.940756, 0.931698, -0.237379], [0.549313, -2.048472, 0.659260], [0.865946, -1.221681, -1.559623], [0.554637, -1.061107, -0.233110], [-2.515591, 1.772144, 0.273261], [0.411879, -2.993380, 1.301047], [1.141074, -1.427509, -2.682712], [0.633821, 1.406986, -0.619111], [0.038384, 0.551512, 1.599870], [0.166314, 2.253394, -0.822057], [-0.249248, 1.403284, 2.027983]],
  "forces_ev_per_a": [[0.133, 0.652, -0.064], [0.848, -1.914, -1.109], [-0.355, -2.361, 0.705], [0.733, -1.239, -2.907], [-0.045, 3.815, -0.444], [-1.289, 1.776, 0.925], [0.090, -0.690, 0.969], [-0.487, 0.545, 1.815], [-0.414, 0.987, -0.913], [-0.463, 0.878, 1.214], [0.636, -1.205, 0.872], [0.612, -1.244, -1.063]],
  "nbo_charge": [1.054, 0.369, 0.232, 0.248, -0.382, -0.428, -0.181, -0.201, -0.899, -0.876, 0.537, 0.527],
  "e_lumo_ev": [-5.048, -3.211],
  "e_homo_ev": [-10.243, -12.274],
  "e_tot_ha": -493.1138,
  "orbital_gap_ev": [5.2, 9.1]
}

# 4
{
  "formula": "C3H5HgO5",
  "method": "the ωB97M-V functional and the def2-TZVPD basis",
  "species": ["O", "C", "C", "O", "H", "H", "H", "H", "H", "Hg", "O", "C", "O", "O"],
  "coordinates": [[-1.774774, -0.465150, 0.669907], [-1.265413, -0.203553, -0.599618], [-0.466198, -1.361812, -1.176917], [0.828607, -1.043970, -1.538220], [-1.013516, -0.578203, 1.266995], [-0.378499, 1.137152, -0.174188], [-1.987444, 0.302930, -1.250793], [-1.060611, -1.776793, -2.022231], [-0.429127, -2.186001, -0.418506], [2.263078, -0.594935, -0.018569], [0.755662, 1.928625, 0.192492], [1.263345, 1.850766, 1.388429], [2.520329, 1.962659, 1.480975], [0.744562, 1.028286, 2.200243]],
  "forces_ev_per_a": [[-0.170, 0.214, -0.398], [0.610, 1.326, 1.485], [0.273, -0.266, 0.764], [0.038, -0.065, -1.140], [-0.086, 0.233, 0.031], [1.181, -0.426, 0.110], [-0.009, -0.303, 0.308], [0.493, 0.193, -0.055], [-0.483, 0.486, -0.231], [0.152, 0.318, 0.392], [-2.472, 0.895, -2.600], [2.581, -5.929, 1.194], [0.229, 2.572, -0.670], [-2.336, 0.752, 0.810]],
  "nbo_charge": [-0.703, 0.019, -0.133, -0.855, 0.501, 0.330, 0.168, 0.153, 0.141, 0.683, -0.664, 0.901, -0.733, -0.808],
  "e_lumo_ev": [3.672, 1.622],
  "e_homo_ev": [-4.436, -3.821],
  "charge": -1,
  "multiplicity": 3,
  "e_tot_ha": -646.7969,
  "orbital_gap_ev": [8.1, 5.4],
  "s_squared": 2.033
}